Record 1
The following is a DFT calculation (ωB97M-V/def2-TZVPD) of 9 unconnected molecules or ions with the total composition C22H42N8O4 at a distorted geometry.

Geometry as ORCA input:
```
! RIJCOSX wB97M-V def2-TZVPD def2/J DEFGRID3
* xyz 0 1
C 18.86 -16.49 18.31
O 19.93 -16.12 18.75
N 18.76 -17.47 17.38
C 17.50 -18.04 16.98
C 19.89 -18.08 16.71
H 17.86 -16.15 18.61
H 16.63 -17.64 17.51
H 17.35 -19.10 17.22
H 17.34 -17.90 15.91
H 19.79 -19.17 16.82
H 19.87 -17.81 15.65
H 20.85 -17.78 17.12
C 23.96 -12.97 17.00
O 23.41 -12.80 18.07
N 24.59 -12.04 16.26
C 25.17 -12.44 14.99
C 24.52 -10.63 16.59
H 24.07 -13.97 16.56
H 24.85 -13.43 14.67
H 26.26 -12.35 15.03
H 24.89 -11.79 14.16
H 23.80 -10.50 17.39
H 25.49 -10.24 16.90
H 24.17 -10.06 15.73
C 16.53 -12.84 26.01
O 17.23 -13.23 26.92
N 16.92 -12.72 24.72
C 18.23 -13.03 24.19
C 15.97 -12.20 23.76
H 15.49 -12.52 26.16
H 18.58 -12.29 23.48
H 18.20 -14.00 23.71
H 18.93 -13.09 25.02
H 15.88 -12.75 22.82
H 14.95 -12.15 24.16
H 16.19 -11.17 23.49
C 17.31 -8.72 21.15
C 15.79 -8.71 21.15
O 15.17 -8.91 20.13
C 15.10 -8.28 22.40
H 17.75 -8.17 21.98
H 17.67 -8.19 20.27
H 17.69 -9.74 21.06
H 14.02 -8.42 22.29
H 15.31 -7.26 22.73
H 15.42 -8.92 23.23
C 21.01 -12.58 19.92
C 19.62 -12.39 20.37
N 18.55 -12.31 20.78
H 21.17 -13.65 19.76
H 21.57 -12.28 20.81
H 21.24 -12.02 19.02
C 23.32 -15.58 19.85
C 22.61 -15.35 21.09
N 21.98 -15.20 22.04
H 23.50 -16.65 19.73
H 24.32 -15.14 19.96
H 22.86 -15.16 18.97
C 22.03 -13.44 25.12
C 21.78 -12.45 24.09
N 21.55 -11.69 23.26
H 23.07 -13.31 25.43
H 21.95 -14.42 24.66
H 21.33 -13.36 25.95
C 22.12 -9.63 21.04
C 21.22 -8.53 20.70
N 20.52 -7.66 20.43
H 22.54 -10.12 20.16
H 21.59 -10.37 21.65
H 22.86 -9.15 21.68
C 15.54 -12.31 19.52
C 15.63 -13.76 19.47
N 15.75 -14.90 19.47
H 15.56 -12.07 20.58
H 14.62 -11.88 19.12
H 16.41 -11.84 19.06
*
```

Values from the calculation:
- ΔE to the lowest compared entry with this formula, charge and spin: 0.0 kJ/mol
- SMILES: CN(C)C=O.CN(C)C=O.CN(C)C=O.CC(C)=O.CC#N.CC#N.CC#N.CC#N.CC#N
- E_HOMO: -0.3286 hartree

Charges per atom according to Mulliken partitioning, unit e:
1 C 0.482
2 O -0.649
3 N 0.097
4 C -0.910
5 C -0.926
6 H 0.111
7 H 0.285
8 H 0.322
9 H 0.319
10 H 0.314
11 H 0.310
12 H 0.251
13 C 0.185
14 O -0.638
15 N 0.147
16 C -0.930
17 C -0.767
18 H 0.266
19 H 0.326
20 H 0.320
21 H 0.317
22 H 0.121
23 H 0.304
24 H 0.325
25 C 0.136
26 O -0.591
27 N 0.151
28 C -0.625
29 C -0.926
30 H 0.267
31 H 0.107
32 H 0.272
33 H 0.201
34 H 0.180
35 H 0.376
36 H 0.306
37 C -0.622
38 C 0.848
39 O -0.574
40 C -1.213
41 H 0.323
42 H 0.415
43 H -0.104
44 H 0.332
45 H 0.341
46 H 0.276
47 C 0.204
48 C 0.234
49 N -0.269
50 H -0.281
51 H -0.231
52 H 0.303
53 C -0.724
54 C 0.342
55 N -0.375
56 H 0.368
57 H 0.319
58 H 0.120
59 C -1.038
60 C 0.381
61 N -0.402
62 H 0.349
63 H 0.293
64 H 0.346
65 C 0.267
66 C 0.364
67 N -0.493
68 H -0.061
69 H -0.209
70 H 0.344
71 C -0.246
72 C 0.255
73 N -0.484
74 H -0.161
75 H 0.438
76 H 0.187

=====

Record 2
The following is a DFT calculation (ωB97M-V/def2-TZVPD) of 3 unconnected molecules or ions with the total composition C22H43BN5O10PS4Si at a distorted geometry.

Geometry as ORCA input:
```
! RIJCOSX wB97M-V def2-TZVPD def2/J DEFGRID3
* xyz 0 1
C 0.21 3.91 4.24
N -1.01 4.46 3.58
C -0.74 5.71 2.82
B -1.70 3.42 2.72
O -1.23 3.31 1.36
C -2.96 2.54 3.35
N -3.22 3.21 4.70
C -4.20 2.62 5.33
S -5.73 2.33 5.95
O -2.64 1.17 3.67
C -2.50 0.28 2.55
C -0.98 -0.02 2.07
N -0.95 -1.31 1.31
C 0.13 0.13 3.21
C 1.62 -0.31 2.74
C 2.02 0.25 1.29
S 2.57 2.04 1.32
C 2.14 2.88 -0.26
S 1.90 4.55 -0.19
N 2.02 2.23 -1.57
C 2.35 0.86 -1.96
C 2.00 0.77 -3.46
N 1.48 2.06 -3.96
C 1.54 2.89 -2.80
Si -3.20 -1.44 3.17
C -3.94 -2.49 1.72
C -4.69 -1.18 4.40
C -1.92 -2.47 4.17
P -4.56 2.82 2.36
O -5.83 1.73 2.72
O -5.15 4.38 2.82
S -4.35 2.86 0.43
H 0.71 4.65 4.95
H -0.10 2.99 4.87
H 0.99 3.50 3.48
H -1.62 5.90 2.11
H 0.28 5.69 2.32
H -0.72 6.57 3.60
H -0.24 3.25 1.42
H -3.10 0.51 1.61
H -0.74 0.80 1.28
H -0.71 -1.14 0.32
H -0.29 -1.99 1.71
H 0.22 1.27 3.43
H -0.12 -0.35 4.22
H 2.40 -0.02 3.52
H 1.60 -1.47 2.72
H 2.95 -0.35 0.94
H 1.23 0.05 0.47
H 2.78 0.07 -1.26
H 2.12 -0.18 -4.08
H 1.22 3.99 -2.86
H -3.56 -2.13 0.70
H -5.07 -2.32 1.74
H -3.75 -3.62 1.88
H -5.18 -2.20 4.67
H -5.52 -0.54 3.95
H -4.26 -0.78 5.39
H -2.24 -3.58 4.26
H -1.88 -2.06 5.25
H -0.85 -2.43 3.78
H -5.78 0.98 2.07
H -4.71 5.00 2.18
C 5.19 -0.76 -4.75
O 5.05 -1.71 -3.69
C 5.72 -2.86 -3.89
O 6.39 -3.13 -4.85
O 5.51 -3.65 -2.82
C 6.16 -4.92 -2.90
H 4.61 0.12 -4.48
H 6.23 -0.47 -4.87
H 4.79 -1.17 -5.68
H 7.25 -4.79 -2.95
H 5.80 -5.49 -3.76
H 5.92 -5.47 -1.99
C -1.33 -2.92 -8.27
O -0.36 -2.43 -7.34
C 0.57 -3.33 -6.99
O 0.63 -4.47 -7.38
O 1.41 -2.74 -6.12
C 2.46 -3.59 -5.66
H -2.03 -2.11 -8.48
H -0.86 -3.22 -9.20
H -1.89 -3.75 -7.84
H 3.08 -3.92 -6.49
H 2.05 -4.45 -5.12
H 3.07 -3.02 -4.97
*
```

Values from the calculation:
- SMILES: CN(C)B(O)[C@](N=C=S)(O[C@@H]([C@H](N)CCCSC(=S)n1ccnc1)[Si](C)(C)C)P(O)(O)=S.COC(=O)OC.COC(=O)OC
- E_HOMO: -0.3234 hartree

Charges per atom according to Mulliken partitioning, unit e:
1 C -0.686
2 N 0.033
3 C -0.863
4 B 0.780
5 O -0.682
6 C 1.120
7 N -0.596
8 C 0.399
9 S -0.153
10 O -0.324
11 C -0.009
12 C -0.909
13 N -0.220
14 C 0.414
15 C -1.105
16 C -0.256
17 S -0.092
18 C 0.271
19 S -0.215
20 N 0.216
21 C -0.152
22 C -0.570
23 N -0.557
24 C -0.129
25 Si 0.556
26 C -1.061
27 C -0.944
28 C -0.954
29 P 0.174
30 O -0.567
31 O -0.569
32 S -0.313
33 H 0.398
34 H 0.166
35 H 0.092
36 H 0.287
37 H 0.231
38 H 0.268
39 H -0.128
40 H 0.211
41 H 0.495
42 H 0.311
43 H 0.261
44 H -0.633
45 H 0.345
46 H 0.449
47 H 0.310
48 H 0.500
49 H 0.158
50 H 0.327
51 H 0.446
52 H 0.300
53 H 0.271
54 H 0.276
55 H 0.296
56 H 0.305
57 H 0.222
58 H 0.197
59 H 0.342
60 H 0.216
61 H 0.254
62 H 0.388
63 H 0.406
64 C -0.682
65 O -0.207
66 C 0.754
67 O -0.554
68 O -0.292
69 C -0.654
70 H 0.171
71 H 0.345
72 H 0.316
73 H 0.297
74 H 0.278
75 H 0.227
76 C -0.627
77 O -0.307
78 C 0.690
79 O -0.540
80 O -0.187
81 C -0.456
82 H 0.221
83 H 0.290
84 H 0.291
85 H 0.358
86 H 0.376
87 H -0.112

=====

Record 3
The following is a DFT calculation (ωB97M-V/def2-TZVPD) of a molecular structure, C22H43CeN2OP3 at a distorted geometry.

Geometry as ORCA input:
```
! RIJCOSX wB97M-V def2-TZVPD def2/J DEFGRID3
* xyz 3 2
Ce -0.80 0.88 -0.61
P 1.98 -1.16 1.82
P 1.59 2.43 -0.17
P -1.53 -2.45 -0.27
H 0.13 2.25 -3.15
C -0.86 1.89 -2.89
C -1.79 2.43 -2.01
H -1.61 3.29 -1.30
C 3.51 -1.99 1.49
C 2.23 0.40 2.69
C 0.83 -2.12 2.76
C 1.41 3.63 -1.54
C 1.80 3.62 1.21
C 3.27 1.82 -0.49
C -2.65 -3.18 -1.54
C -2.06 -3.55 1.11
C 0.02 -3.33 -0.74
H -1.19 1.24 -3.71
H -2.80 1.93 -2.00
H 3.96 -2.25 2.45
H 4.18 -1.35 0.90
H 3.29 -2.89 0.91
H 2.48 0.15 3.72
H 1.33 1.05 2.71
H 3.05 1.00 2.27
H 1.40 -2.55 3.59
H 0.39 -2.92 2.17
H 0.01 -1.51 3.15
H 2.40 4.04 -1.73
H 0.67 4.42 -1.33
H 1.11 3.11 -2.45
H 2.58 4.34 0.93
H 2.08 3.07 2.12
H 0.85 4.14 1.37
H 3.79 2.61 -1.03
H 3.23 0.92 -1.11
H 3.82 1.60 0.43
H -2.79 -4.24 -1.30
H -2.26 -3.08 -2.56
H -3.61 -2.64 -1.47
H -2.80 -4.27 0.73
H -2.56 -2.94 1.88
H -1.24 -4.10 1.58
H -0.23 -4.15 -1.43
H 0.55 -3.75 0.12
H 0.68 -2.63 -1.27
C 0.26 -0.93 -3.17
C 1.30 -1.09 -4.09
C 1.03 -1.32 -5.43
C -0.26 -1.66 -5.84
C -1.30 -1.54 -4.93
C -1.08 -1.12 -3.63
O 0.54 -0.45 -1.92
H 1.57 -0.97 0.47
H 2.31 -1.00 -3.68
H 1.86 -1.34 -6.13
H -0.49 -1.85 -6.90
H -2.33 -1.80 -5.20
H -1.90 -0.82 -2.96
N -2.90 2.28 5.52
C -2.48 1.93 4.29
C -2.41 0.55 3.92
C -2.00 0.23 2.62
N -1.68 1.20 1.70
C -1.69 2.52 2.08
C -2.10 2.92 3.35
H -3.15 1.58 6.21
H -2.94 3.25 5.81
H -2.65 -0.22 4.64
H -1.91 -0.81 2.29
H -1.31 3.25 1.33
H -2.12 3.99 3.63
*
```

Values from the calculation:
- ΔE to the lowest compared entry with this formula, charge and spin: 0.0 kJ/mol
- E_HOMO (spin up / spin down): -0.5677 / -0.5680 hartree

Charges per atom according to Mulliken partitioning, unit e:
1 Ce 0.464
2 P 0.845
3 P 1.213
4 P 1.121
5 H 0.126
6 C -0.529
7 C -0.414
8 H 0.400
9 C -1.168
10 C -0.949
11 C -0.812
12 C -1.366
13 C -1.307
14 C -1.365
15 C -1.579
16 C -1.291
17 C -1.159
18 H 0.556
19 H 0.487
20 H 0.444
21 H 0.385
22 H 0.401
23 H 0.546
24 H 0.131
25 H 0.357
26 H 0.508
27 H 0.041
28 H 0.244
29 H 0.537
30 H 0.379
31 H 0.148
32 H 0.442
33 H 0.396
34 H 0.359
35 H 0.537
36 H 0.246
37 H 0.395
38 H 0.549
39 H 0.289
40 H 0.427
41 H 0.458
42 H 0.373
43 H 0.411
44 H 0.501
45 H 0.529
46 H 0.003
47 C 0.613
48 C -0.673
49 C -0.589
50 C -0.738
51 C -0.814
52 C -0.593
53 O -0.296
54 H -0.125
55 H 0.408
56 H 0.458
57 H 0.394
58 H 0.442
59 H 0.915
60 N -0.429
61 C 1.067
62 C -0.710
63 C -0.278
64 N 0.031
65 C -0.290
66 C -0.928
67 H 0.221
68 H 0.224
69 H 0.420
70 H 0.180
71 H 0.400
72 H 0.382

=====

| no. | E_tot (a.u.) |
| --- | --- |
| 1 | -1602.43526 |
| 2 | -4138.61182 |
| 3 | -2547.05643 |